Below is an isolated molecule of C6H10 at a distorted geometry, with properties calculated with ωB97M-V/def2-TZVPD.

Results
SMILES: C=C(C)/C=C\C
HOMO energy: -8.33 eV
LUMO energy: 0.89 eV
Gap between HOMO and LUMO: 0.3389 Eh
Charge: 0

Element x y z (Å)
1 C 0.063 1.342 0.633
2 C -0.437 0.091 0.800
3 C -1.742 -0.211 1.473
4 C 0.361 -0.984 0.292
5 C 1.227 -0.739 -0.728
6 C 0.973 0.083 -1.955
7 H -0.547 2.217 0.822
8 H 1.112 1.565 0.553
9 H -2.380 0.672 1.498
10 H -1.572 -0.547 2.497
11 H -2.286 -0.995 0.946
12 H 0.429 -1.899 0.871
13 H 2.029 -1.461 -0.875
14 H 0.962 -0.560 -2.838
15 H 0.028 0.618 -1.891
16 H 1.778 0.806 -2.098

***

Below is a structure of composition ClH2O at a distorted geometry, with properties calculated with ωB97M-V/def2-TZVPD.

Results
HOMO energy: -3.63 eV
LUMO energy: 4.95 eV
Gap between HOMO and LUMO: 0.3155 Eh
Charge: -1

Element x y z (Å)
1 O 0.549 -0.530 -0.382
2 H -0.296 -0.279 0.053
3 H 1.057 0.310 -0.443
4 Cl -1.310 0.499 0.772

***

Below is a cluster of 2 separate species, C2H7NO3S in total at a distorted geometry, with properties calculated with ωB97M-V/def2-TZVPD.

Results
HOMO energy: -8.93 eV
LUMO energy: 0.71 eV
Gap between HOMO and LUMO: 0.3539 Eh
Charge: 0

Element x y z (Å)
1 C 1.652 1.314 -0.561
2 C 1.783 -0.066 -0.155
3 N 0.894 -0.921 -0.371
4 O -1.134 0.448 1.002
5 O -1.241 -2.166 0.870
6 O -3.172 -0.607 0.145
7 S -1.439 -0.935 0.123
8 H 0.866 1.456 -1.427
9 H 0.952 1.795 0.129
10 H 2.542 1.847 -0.572
11 H 2.762 -0.206 0.469
12 H 0.848 -1.909 -0.110
13 H -3.672 -1.257 -0.297
14 H -1.641 1.206 0.754

***

Below is a structure of composition C4H12N4 at a distorted geometry, with properties calculated with ωB97M-V/def2-TZVPD.

Results
HOMO energy: -8.45 eV
LUMO energy: 0.35 eV
Gap between HOMO and LUMO: 0.3233 Eh
Charge: 0

Element x y z (Å)
1 C -1.602 1.795 0.355
2 C 0.182 0.393 -0.109
3 C -1.800 -1.259 -0.593
4 C 0.173 -1.742 0.680
5 H -2.215 1.095 -0.523
6 H -1.853 1.286 1.288
7 H -2.169 2.912 0.624
8 H 1.677 0.755 -1.457
9 H 3.201 1.389 0.446
10 H 2.349 -0.898 0.648
11 H -1.427 -2.135 -1.295
12 H -2.850 -1.628 0.086
13 H -2.158 -0.427 -1.349
14 H 0.611 -2.670 -0.048
15 H 1.274 -1.139 1.139
16 H -0.390 -2.377 1.826
17 N -0.212 1.616 0.104
18 N 1.369 0.303 -0.625
19 N 2.681 0.106 -0.017
20 N -0.661 -0.781 0.055

***

Below is a cluster of 3 separate species, C16H26BF2N2O12PS in total at a distorted geometry, with properties calculated with ωB97M-V/def2-TZVPD.

Results
SMILES: CCO[C@]1(CC(=O)N(C)C)OC(=O)[C@@H](B(O)O)[C@@]1(N)[PH2]=S.O=C1OC[C@@H](F)O1.O=C1OC[C@@H](F)O1
HOMO energy: -8.68 eV
LUMO energy: 0.19 eV
Gap between HOMO and LUMO: 0.3258 Eh
Charge: 0

Element x y z (Å)
1 C 1.391 2.245 4.381
2 C 1.858 1.155 3.283
3 O 0.785 0.652 2.450
4 C 0.554 1.475 1.302
5 C 1.334 0.806 0.075
6 C 2.895 1.122 0.005
7 O 3.625 0.226 -0.523
8 N 3.549 2.358 0.445
9 C 4.891 2.120 1.041
10 C 3.556 3.418 -0.599
11 O 0.777 2.900 1.380
12 C -0.228 3.622 0.614
13 O -0.041 4.452 -0.282
14 C -1.591 2.999 1.224
15 B -3.018 3.393 0.551
16 O -4.263 2.716 0.775
17 O -3.071 4.558 -0.336
18 C -1.110 1.442 1.182
19 N -1.520 0.914 2.512
20 P -1.834 0.547 -0.357
21 S -3.506 -0.390 0.001
22 H 0.278 2.470 4.331
23 H 1.925 3.228 4.091
24 H 1.773 1.995 5.429
25 H 2.761 1.554 2.717
26 H 2.240 0.250 3.889
27 H 0.895 1.029 -0.954
28 H 1.247 -0.335 0.219
29 H 5.614 1.539 0.381
30 H 5.361 3.146 1.275
31 H 4.766 1.609 2.069
32 H 3.635 4.425 -0.038
33 H 2.571 3.485 -1.191
34 H 4.476 3.377 -1.285
35 H -1.642 3.521 2.238
36 H -4.625 2.342 -0.062
37 H -2.965 5.337 0.265
38 H -1.529 1.632 3.241
39 H -2.411 0.401 2.483
40 H -0.915 -0.453 -0.866
41 H -2.015 1.470 -1.464
42 O -3.851 -5.438 -2.320
43 C -3.545 -4.430 -2.884
44 O -3.648 -4.246 -4.232
45 C -3.317 -2.887 -4.485
46 C -2.485 -2.535 -3.293
47 F -2.634 -1.227 -2.963
48 O -3.044 -3.326 -2.263
49 H -4.234 -2.295 -4.549
50 H -2.767 -2.785 -5.421
51 H -1.423 -2.769 -3.399
52 O 0.438 -3.114 -2.590
53 C 0.418 -4.069 -1.867
54 O 0.899 -4.074 -0.595
55 C 0.568 -5.339 -0.038
56 C 0.410 -6.192 -1.257
57 F -0.517 -7.157 -1.058
58 O -0.083 -5.284 -2.222
59 H -0.357 -5.252 0.538
60 H 1.360 -5.697 0.621
61 H 1.340 -6.641 -1.616

***

Below is a structure of composition C22H21Cl2N5O2PdS2, with properties calculated with ωB97M-V/def2-TZVPD.

Results
HOMO energy: -7.44 eV
LUMO energy: 0.09 eV
Gap between HOMO and LUMO: 0.2768 Eh
Charge: 0

Element x y z (Å)
1 Pd 0.279 -0.360 0.272
2 Cl -2.961 6.447 -0.362
3 C -1.823 5.132 -0.335
4 C -0.705 5.191 -1.186
5 C 0.206 4.177 -1.189
6 Cl 1.599 4.266 -2.214
7 C 0.075 3.001 -0.367
8 O 0.923 2.070 -0.404
9 C -1.066 3.003 0.507
10 C -1.257 1.986 1.489
11 O -0.603 0.953 1.701
12 C -1.993 4.072 0.503
13 H -0.565 6.047 -1.831
14 H -2.100 2.171 2.174
15 H -2.838 4.039 1.178
16 N 3.140 1.875 1.297
17 C 3.458 0.612 0.956
18 N 2.579 -0.246 0.516
19 C 3.160 -1.457 0.211
20 C 4.489 -1.548 0.457
21 S 5.064 -0.046 1.090
22 C 2.293 -2.447 -0.423
23 C 2.572 -3.739 -0.703
24 S 1.275 -4.445 -1.601
25 C 0.418 -2.942 -1.516
26 N 1.048 -2.008 -0.851
27 N -0.767 -2.771 -2.149
28 H 2.289 2.196 0.821
29 H 3.891 2.540 1.371
30 H 5.156 -2.370 0.271
31 H 3.459 -4.296 -0.464
32 H -1.282 -3.599 -2.397
33 H -1.339 -2.002 -1.815
34 C 0.456 -2.692 3.923
35 N -0.688 -2.202 3.183
36 C -1.890 -2.233 3.987
37 C -0.843 -2.929 1.935
38 C -1.835 -2.274 1.001
39 C -3.129 -2.782 0.918
40 C -4.092 -2.195 0.115
41 C -3.776 -1.056 -0.609
42 C -2.493 -0.526 -0.530
43 C -1.505 -1.137 0.248
44 H 0.578 -2.113 4.838
45 H 1.361 -2.576 3.322
46 H 0.358 -3.757 4.201
47 H -1.730 -1.662 4.901
48 H -2.184 -3.260 4.269
49 H -2.717 -1.777 3.443
50 H -1.147 -3.980 2.113
51 H 0.142 -2.953 1.470
52 H -3.381 -3.662 1.500
53 H -5.088 -2.617 0.067
54 H -4.522 -0.574 -1.228
55 H -2.251 0.368 -1.097

***

Below is a cluster of 3 separate species, C4H13N2O4 in total at a distorted geometry, with properties calculated with ωB97M-V/def2-TZVPD.

Results
HOMO energy: -3.88 eV
LUMO energy: 3.68 eV
Gap between HOMO and LUMO: 0.2778 Eh
Charge: -1

Element x y z (Å)
1 O 0.029 2.541 0.485
2 C 0.590 1.554 0.032
3 N 0.449 1.244 -1.289
4 C 0.736 -0.083 -1.804
5 C 1.529 0.708 0.873
6 N 0.914 -0.454 1.539
7 C -0.310 -0.216 2.372
8 O -1.334 -0.983 1.931
9 H -0.283 1.779 -1.716
10 H 0.495 -0.875 -1.086
11 H 1.800 -0.157 -2.112
12 H 0.088 -0.319 -2.652
13 H 2.351 0.315 0.291
14 H 1.894 1.371 1.634
15 H 0.640 -1.119 0.836
16 H -0.539 0.847 2.330
17 H -0.003 -0.456 3.416
18 H -2.233 -0.583 -1.528
19 H -1.328 0.566 -1.553
20 O -2.065 0.208 -2.074
21 H -1.289 -1.420 0.648
22 H -1.014 -2.703 -0.184
23 O -1.120 -1.765 -0.390

***

Below is a structure of composition C31H32N8O4S3SeSr at a distorted geometry, with properties calculated with ωB97M-V/def2-TZVPD.

Results
HOMO energy: 0.10 eV
LUMO energy: 2.49 eV
Gap between HOMO and LUMO: 0.0877 Eh
Charge: -2

Element x y z (Å)
1 Sr 1.112 -2.322 1.249
2 N 0.068 -0.727 -0.310
3 C -1.185 -1.141 -0.919
4 C -1.229 -2.615 -1.310
5 O -0.760 -2.956 -2.530
6 N -1.785 -3.553 -0.669
7 C -2.342 -3.405 0.638
8 C -1.139 -3.164 1.576
9 O -0.313 -4.075 1.712
10 O -0.995 -2.023 2.039
11 H -0.081 0.115 0.244
12 H 0.776 -0.516 -1.005
13 H -1.437 -0.542 -1.815
14 H -1.963 -0.979 -0.168
15 H -2.852 -4.342 0.875
16 H -3.047 -2.571 0.735
17 C 3.453 -0.021 5.350
18 C 3.082 -0.368 3.928
19 S 3.140 -2.048 3.557
20 C 2.776 0.633 3.049
21 C 2.726 2.063 3.528
22 S 2.497 0.424 1.368
23 H 3.625 -0.935 5.913
24 H 2.661 0.548 5.840
25 H 4.365 0.581 5.374
26 H 3.718 2.425 3.817
27 H 2.060 2.158 4.389
28 H 2.345 2.686 2.724
29 Se 5.362 -6.965 -4.534
30 N 3.991 -5.848 -4.783
31 C 3.603 -5.380 -3.591
32 C 2.582 -4.445 -3.378
33 C 1.808 -3.930 -4.467
34 C 0.871 -3.003 -4.250
35 C 0.597 -2.502 -2.867
36 N 1.485 -2.940 -1.841
37 C 2.319 -3.919 -2.079
38 C 3.017 -4.515 -0.936
39 N 2.650 -4.173 0.300
40 C 3.156 -4.815 1.333
41 C 4.105 -5.827 1.220
42 C 4.540 -6.170 -0.039
43 C 3.991 -5.522 -1.144
44 C 4.354 -5.905 -2.477
45 N 5.320 -6.749 -2.762
46 H 2.033 -4.297 -5.461
47 H 0.262 -2.588 -5.040
48 H 0.559 -1.395 -2.871
49 H 2.777 -4.516 2.301
50 H 4.477 -6.333 2.098
51 H 5.276 -6.944 -0.207
52 C -0.227 5.280 -1.938
53 C 0.135 4.187 -0.935
54 C -0.827 4.128 0.255
55 N -2.159 3.744 -0.131
56 C -2.769 2.613 0.289
57 S -2.049 1.505 1.288
58 N -4.041 2.390 -0.160
59 C -4.996 3.302 -0.647
60 O -5.776 2.924 -1.525
61 C -5.049 4.607 -0.014
62 C -4.506 4.878 1.259
63 C -4.662 6.118 1.833
64 C -5.362 7.126 1.176
65 C -5.928 6.863 -0.070
66 C -5.779 5.629 -0.653
67 H 0.557 5.387 -2.686
68 H -0.351 6.237 -1.432
69 H -1.155 5.044 -2.456
70 H 1.138 4.369 -0.546
71 H 0.145 3.215 -1.431
72 H -0.865 5.109 0.748
73 H -0.476 3.374 0.967
74 H -2.679 4.352 -0.748
75 H -4.303 1.414 -0.215
76 H -3.995 4.100 1.806
77 H -4.242 6.309 2.812
78 H -5.483 8.096 1.638
79 H -6.488 7.639 -0.578
80 H -6.219 5.407 -1.615

***

Below is a cluster of 2 separate species, C7H14NP in total at a distorted geometry, with properties calculated with ωB97M-V/def2-TZVPD.

Results
HOMO energy (spin up / spin down): -5.23 / -8.73 eV
LUMO energy (spin up / spin down): 0.96 / -1.59 eV
Spin multiplicity: 3
Gap between HOMO and LUMO (spin up / spin down): 0.2274 / 0.2624 Eh
Charge: 0
<S²>: 2.0170

Element x y z (Å)
1 C -1.469 1.969 1.161
2 C 2.161 -1.502 0.535
3 C -0.905 1.654 -0.012
4 C 1.843 -0.298 0.200
5 C 2.581 0.943 0.158
6 C -2.014 -1.875 0.891
7 C -0.502 0.044 -2.361
8 N -1.611 -1.213 -0.276
9 P -0.552 -0.106 -0.507
10 H -1.681 3.057 1.404
11 H -1.811 1.317 1.896
12 H 1.469 -2.238 0.418
13 H 3.131 -1.648 1.003
14 H -0.761 2.374 -0.689
15 H 2.369 1.355 -0.923
16 H 2.242 1.691 0.862
17 H 3.623 0.770 0.480
18 H -2.497 -1.183 1.592
19 H -1.296 -2.577 1.223
20 H -2.768 -2.639 0.638
21 H -1.384 -0.487 -2.604
22 H -0.505 1.089 -2.509
23 H 0.339 -0.496 -2.583

***

Below is the ion C4H10IO3P with charge -2 at a distorted geometry, with properties calculated with ωB97M-V/def2-TZVPD.

Results
HOMO energy: 0.80 eV
LUMO energy: 5.50 eV
Gap between HOMO and LUMO: 0.1728 Eh
Charge: -2

Element x y z (Å)
1 O -1.276 2.227 2.301
2 C -1.485 1.873 1.134
3 O -2.564 1.678 0.516
4 P 0.061 1.434 -0.029
5 I 1.698 3.682 0.767
6 C -0.697 -0.129 -0.813
7 C 0.318 -1.232 -1.115
8 C 0.823 -2.037 0.095
9 O 0.013 -1.810 1.239
10 H -0.459 2.342 -1.084
11 H 1.254 1.247 -0.841
12 H 0.732 0.722 1.071
13 H -1.515 -0.519 -0.217
14 H -1.130 0.199 -1.759
15 H -0.117 -1.956 -1.814
16 H 1.172 -0.787 -1.630
17 H 0.795 -3.111 -0.142
18 H 1.868 -1.787 0.299
19 H 0.507 -2.035 2.025

***

Below is a cluster of 5 separate species, C16H23BFN4S in total, with properties calculated with ωB97M-V/def2-TZVPD.

Results
HOMO energy: -4.06 eV
LUMO energy: 2.65 eV
Gap between HOMO and LUMO: 0.2463 Eh
Charge: -1

Element x y z (Å)
1 F 3.766 0.661 -0.026
2 B 3.530 2.071 0.064
3 S 1.617 2.368 0.483
4 H 3.831 2.623 -0.987
5 H 4.103 2.567 1.030
6 H 1.031 1.423 -0.261
7 N 2.670 -3.979 -2.244
8 C 3.991 -3.833 -2.586
9 C 4.478 -2.733 -1.928
10 C 3.416 -2.191 -1.149
11 C 2.323 -2.972 -1.378
12 H 2.056 -4.696 -2.579
13 H 4.468 -4.519 -3.267
14 H 5.484 -2.351 -1.989
15 H 3.450 -1.316 -0.521
16 H 1.327 -2.908 -0.968
17 N -0.747 -0.944 -2.036
18 C -0.985 -0.883 -0.696
19 C -2.339 -0.780 -0.507
20 C -2.939 -0.781 -1.801
21 C -1.924 -0.876 -2.723
22 H 0.169 -1.015 -2.447
23 H -0.171 -0.913 0.009
24 H -2.832 -0.713 0.449
25 H -3.992 -0.720 -2.027
26 H -1.946 -0.908 -3.799
27 N -2.556 2.601 -1.187
28 C -2.289 2.639 0.151
29 C -2.057 3.940 0.503
30 C -2.189 4.725 -0.675
31 C -2.500 3.868 -1.700
32 H -2.715 1.758 -1.711
33 H -2.252 1.734 0.733
34 H -1.773 4.281 1.484
35 H -2.037 5.788 -0.766
36 H -2.657 4.050 -2.750
37 N -0.104 -0.767 3.405
38 C -0.379 -1.445 4.559
39 C -1.654 -1.120 4.944
40 C -2.166 -0.205 3.981
41 C -1.182 -0.015 3.045
42 H 0.765 -0.794 2.899
43 H 0.353 -2.094 5.011
44 H -2.160 -1.490 5.821
45 H -3.138 0.261 3.976
46 H -1.144 0.603 2.162

***

Below is a structure of composition BCsF4 at a distorted geometry, with properties calculated with ωB97M-V/def2-TZVPD.

Results
HOMO energy: -9.74 eV
LUMO energy: -1.78 eV
Gap between HOMO and LUMO: 0.2924 Eh
Charge: 0

Element x y z (Å)
1 Cs 0.839 -0.835 4.174
2 B -0.169 0.183 -0.816
3 F 0.854 1.114 -0.855
4 F -0.516 -0.092 -2.111
5 F 0.248 -0.997 -0.323
6 F -1.256 0.627 -0.070